(1)
The following is a quantum chemistry calculation of the molecule C5H8O at a distorted geometry, from the Open Molecules 2025 dataset.

- spin multiplicity = 1
- E_LUMO (alpha / beta) (eV) = 0.87 / -0.20
- energy relative to the best compared isomer or geometry (same formula, charge and spin) (eV) = 4.081

Atoms and positions in Å:
O1 0.120 2.040 -1.703
C1 -0.328 1.000 -0.995
C2 0.573 -1.846 -0.445
C3 0.063 -1.497 0.785
C4 -0.439 -0.271 1.221
C5 -0.272 0.982 0.466
H1 0.276 2.795 -1.112
H2 -0.705 0.203 -1.620
H3 1.151 -2.761 -0.541
H4 0.455 -1.267 -1.349
H5 0.101 -2.274 1.552
H6 -0.886 -0.189 2.205
H7 -0.886 1.796 0.888
H8 0.778 1.288 0.649

Results of the Mulliken charge analysis, in e, for atoms 1 through 5: -0.522 -0.409 -0.859 0.111 -0.552

(2)
The following is a quantum chemistry calculation of a structure of composition C54H50AsBrIN3O3PTi, from the Open Molecules 2025 dataset.

- spin multiplicity = 2
- charge = +2
- E_LUMO (alpha / beta) (eV) = -5.84 / -5.63
- energy relative to the best compared isomer or geometry (same formula, charge and spin) (eV) = 0.000

Atoms and positions in Å:
Ti1 -1.315 0.646 0.988
C1 0.317 2.218 7.807
O1 0.278 1.283 6.728
C2 1.280 0.369 6.662
C3 2.386 0.339 7.503
C4 3.355 -0.642 7.334
C5 3.233 -1.606 6.343
C6 2.120 -1.590 5.518
C7 1.156 -0.607 5.670
N1 0.009 -0.574 4.819
C8 0.039 -0.240 3.522
N2 1.209 0.132 2.993
C9 1.565 0.144 1.625
C10 0.651 0.199 0.577
C11 1.152 0.158 -0.739
C12 2.510 0.106 -0.979
C13 3.414 0.095 0.081
C14 2.948 0.114 1.381
O2 3.722 0.096 2.494
C15 5.140 0.058 2.323
N3 -1.077 -0.261 2.788
C16 -2.111 -1.168 3.187
C17 -3.361 -0.727 3.584
C18 -4.372 -1.634 3.880
C19 -4.115 -2.990 3.788
C20 -2.855 -3.455 3.417
C21 -1.848 -2.550 3.120
O3 -0.588 -2.886 2.759
C22 -0.275 -4.274 2.672
H1 -0.581 2.822 7.718
H2 1.197 2.859 7.736
H3 0.312 1.703 8.768
H4 2.502 1.072 8.287
H5 4.211 -0.652 7.996
H6 3.986 -2.374 6.229
H7 1.982 -2.341 4.749
H8 -0.901 -0.589 5.256
H9 2.002 0.154 3.624
H10 0.483 0.201 -1.591
H11 2.882 0.089 -1.995
H12 4.475 0.064 -0.120
H13 5.438 -0.844 1.787
H14 5.563 0.046 3.322
H15 5.488 0.941 1.786
H16 -3.536 0.340 3.657
H17 -5.347 -1.282 4.189
H18 -4.892 -3.706 4.024
H19 -2.669 -4.519 3.372
H20 -0.397 -4.762 3.640
H21 0.763 -4.330 2.359
H22 -0.902 -4.772 1.929
C23 0.221 5.451 0.142
C24 -1.065 6.098 0.637
As1 -0.914 8.055 0.979
C25 -2.545 8.131 2.050
C26 -2.490 8.736 3.301
C27 -3.613 8.768 4.122
C28 -4.798 8.189 3.695
C29 -4.862 7.581 2.445
C30 -3.742 7.553 1.628
C31 -1.633 8.664 -0.734
C32 -2.741 9.506 -0.788
C33 -3.212 9.975 -2.008
C34 -2.579 9.613 -3.188
C35 -1.459 8.795 -3.144
C36 -0.985 8.335 -1.923
P1 0.186 3.619 -0.172
C37 -0.770 3.148 1.345
C38 -0.019 2.977 2.515
C39 -0.633 2.836 3.755
C40 -2.017 2.781 3.840
C41 -2.781 2.875 2.685
C42 -2.169 3.078 1.445
C43 -1.117 3.428 -1.450
C44 -1.686 2.176 -1.689
C45 -2.584 1.956 -2.722
C46 -2.924 3.001 -3.567
C47 -2.366 4.253 -3.356
C48 -1.473 4.463 -2.312
H23 1.027 5.595 0.867
H24 0.588 5.899 -0.784
H25 -1.347 5.686 1.606
H26 -1.894 5.934 -0.052
H27 -1.567 9.196 3.634
H28 -3.563 9.254 5.088
H29 -5.677 8.223 4.327
H30 -5.793 7.146 2.102
H31 -3.810 7.104 0.643
H32 -3.246 9.796 0.125
H33 -4.074 10.629 -2.032
H34 -2.946 9.983 -4.137
H35 -0.940 8.535 -4.058
H36 -0.078 7.739 -1.904
H37 1.063 3.002 2.442
H38 -0.035 2.736 4.653
H39 -2.496 2.659 4.803
H40 -3.862 2.846 2.744
H41 -2.772 3.260 0.561
H42 -1.434 1.288 -1.101
H43 -3.007 0.970 -2.870
H44 -3.616 2.839 -4.382
H45 -2.624 5.080 -4.005
H46 -1.059 5.453 -2.177
Br1 -4.110 0.495 0.397
C49 -4.593 -1.349 0.303
C50 -5.909 -1.675 0.572
C51 -6.297 -3.005 0.492
C52 -5.375 -3.984 0.150
C53 -4.056 -3.644 -0.117
C54 -3.667 -2.318 -0.042
I1 -1.668 -1.834 -0.439
H47 -6.618 -0.903 0.838
H48 -7.325 -3.269 0.696
H49 -5.679 -5.020 0.085
H50 -3.338 -4.408 -0.386

Results of the Mulliken charge analysis, in e, for atoms 1 through 5: -0.890 -1.138 -0.328 0.463 -0.569

(3)
The following is a quantum chemistry calculation of a structure of composition C25H44Cl3N4O3SiY at a distorted geometry, from the Open Molecules 2025 dataset.

- spin multiplicity = 1
- E_LUMO (eV) = 0.19
- energy relative to the best compared isomer or geometry (same formula, charge and spin) (eV) = 3.109

Atoms and positions in Å:
C1 0.777 -0.916 -5.542
C2 -0.207 -0.726 -4.418
H1 0.221 -0.761 -6.469
H2 1.273 -1.899 -5.561
H3 1.576 -0.161 -5.484
C3 -1.218 -1.578 -4.059
C4 -1.918 -2.442 -5.027
H4 -1.598 -1.647 -3.029
H5 -1.390 -3.400 -5.173
H6 -1.902 -1.892 -5.987
H7 -2.932 -2.604 -4.628
Y1 0.920 0.189 2.553
Cl1 2.224 2.355 1.505
Cl2 2.647 -1.651 2.707
H8 3.317 1.197 7.146
H9 4.808 3.494 5.495
C5 3.443 0.847 6.119
C6 4.622 2.635 4.828
N1 3.388 1.956 5.160
H10 2.686 0.102 5.891
C7 2.277 2.245 4.509
O1 1.344 1.427 4.410
H11 4.529 2.989 3.782
H12 2.172 3.216 4.045
H13 4.428 0.386 6.042
H14 5.461 1.916 4.920
H15 0.374 -3.280 -0.727
H16 -2.403 -3.069 -1.585
C8 -0.185 -3.454 0.194
C9 -2.534 -3.169 -0.511
N2 -1.395 -2.633 0.240
H17 0.440 -3.201 1.065
C10 -1.650 -1.897 1.364
O2 -0.819 -1.571 2.247
H18 -3.420 -2.634 -0.205
H19 -2.704 -1.593 1.440
H20 -0.467 -4.518 0.205
H21 -2.651 -4.226 -0.279
O3 1.048 -0.680 -2.538
C11 0.298 0.229 -3.357
C12 -1.515 0.076 -1.642
C13 -0.863 0.867 -2.596
H22 -1.110 -0.893 -1.360
C14 -2.731 0.466 -1.081
H23 0.904 0.991 -3.895
C15 -1.400 2.140 -2.836
H24 -3.159 -0.193 -0.327
C16 -3.351 1.639 -1.474
C17 -2.660 2.497 -2.327
H25 -0.833 2.865 -3.436
H26 -4.353 1.877 -1.112
H27 -3.105 3.454 -2.588
Si1 2.490 -1.085 -2.138
Cl3 0.364 0.293 0.276
C18 2.564 -2.577 -0.987
C19 3.625 0.212 -1.355
C20 3.361 -1.235 -3.747
H28 2.232 -2.509 0.060
H29 3.641 -2.784 -0.939
H30 2.096 -3.459 -1.446
H31 2.714 -1.917 -4.297
H32 4.357 -1.633 -3.564
H33 3.382 -0.286 -4.290
H34 3.460 0.536 -0.311
H35 3.748 1.086 -2.010
H36 4.566 -0.354 -1.408
C21 -4.563 0.971 4.148
C22 -3.478 1.453 3.271
C23 -3.342 2.572 2.446
C24 -2.044 2.510 1.882
N3 -1.418 1.410 2.366
N4 -2.309 0.788 3.190
C25 -1.464 3.511 0.973
H37 -4.549 1.494 5.122
H38 -5.534 1.169 3.671
H39 -4.465 -0.115 4.332
H40 -4.083 3.331 2.278
H41 -2.068 -0.102 3.635
H42 -1.651 4.501 1.399
H43 -0.395 3.350 0.839
H44 -1.944 3.499 -0.006

Results of the Mulliken charge analysis, in e, for atoms 1 through 5: -2.145 0.704 0.554 0.251 0.436